The following is a quantum chemistry calculation of a molecular structure, C40H33N3O2P2S2TeZr, from the OMol25 dataset.

Cartesian coordinates (Å):
Zr (1.217, -0.444, -0.009)
Te (-2.862, 2.832, -1.295)
C (-4.444, 1.504, -0.791)
C (-4.805, 0.464, -1.637)
C (-5.749, -0.456, -1.197)
N (-6.342, -0.385, -0.009)
C (-6.044, 0.652, 0.768)
C (-5.103, 1.619, 0.426)
C (-1.222, 1.618, -0.821)
P (-0.473, 1.406, 0.728)
C (-1.118, -0.186, 1.506)
C (-0.339, -1.255, 1.976)
C (-0.918, -2.442, 2.429)
C (-2.296, -2.559, 2.456)
C (-3.089, -1.499, 2.024)
C (-2.506, -0.346, 1.528)
C (-0.866, 2.659, 1.953)
C (-0.565, 3.976, 1.598)
C (-0.843, 5.007, 2.478)
C (-1.415, 4.728, 3.713)
C (-1.710, 3.418, 4.068)
C (-1.437, 2.378, 3.191)
P (-0.232, 0.662, -1.884)
C (-0.630, -1.194, -1.610)
C (-1.928, -1.556, -1.258)
C (-2.265, -2.884, -1.037)
C (-1.294, -3.878, -1.096)
C (0.015, -3.545, -1.407)
C (0.342, -2.215, -1.677)
C (-0.720, 0.842, -3.609)
C (-1.384, -0.137, -4.342)
C (-1.806, 0.148, -5.632)
C (-1.561, 1.394, -6.191)
C (-0.882, 2.365, -5.467)
C (-0.457, 2.090, -4.179)
H (-4.366, 0.365, -2.623)
H (-6.043, -1.286, -1.832)
H (-6.568, 0.712, 1.716)
H (-4.883, 2.427, 1.112)
H (0.742, -1.161, 2.184)
H (-0.287, -3.245, 2.787)
H (-2.756, -3.466, 2.826)
H (-4.169, -1.577, 2.058)
H (-3.139, 0.452, 1.158)
H (-0.125, 4.192, 0.632)
H (-0.618, 6.028, 2.201)
H (-1.638, 5.534, 4.399)
H (-2.163, 3.204, 5.027)
H (-1.671, 1.362, 3.478)
H (-2.683, -0.785, -1.162)
H (-3.290, -3.143, -0.803)
H (-1.560, -4.909, -0.906)
H (0.778, -4.310, -1.478)
H (1.343, -2.012, -2.069)
H (-1.579, -1.115, -3.924)
H (-2.327, -0.610, -6.201)
H (-1.895, 1.606, -7.198)
H (-0.683, 3.333, -5.905)
H (0.070, 2.850, -3.613)
O (5.857, -2.385, 1.041)
C (5.770, -2.403, -0.295)
C (6.713, -3.170, -0.980)
C (6.686, -3.239, -2.354)
C (5.720, -2.549, -3.094)
C (4.786, -1.792, -2.435)
C (4.790, -1.702, -1.028)
C (3.789, -0.876, -0.388)
O (2.870, -0.281, -1.147)
N (3.736, -0.763, 0.926)
N (2.771, 0.144, 1.420)
C (3.076, 0.616, 2.601)
S (4.605, 0.325, 3.334)
C (4.142, 1.060, 4.932)
C (3.163, 2.185, 4.674)
S (1.936, 1.578, 3.474)
H (5.144, -1.836, 1.411)
H (7.457, -3.699, -0.400)
H (7.429, -3.835, -2.868)
H (5.715, -2.604, -4.173)
H (4.044, -1.235, -2.990)
H (5.056, 1.426, 5.398)
H (3.710, 0.278, 5.555)
H (3.648, 3.061, 4.249)
H (2.627, 2.468, 5.578)

The energy comes out at -99388.1754 eV. Its HOMO energy is -0.4671 hartree. The strongest force on any atom comes out at 1.184 eV/Å. The value obtained for the energy above the lowest of the compared OMol25 structures with the same formula, charge and spin is 95.4 kJ/mol. For the LUMO energy, the calculation gives -6.9052 eV. The charge is +2.